(1)
Below is C6H9NO as an isolated structure at a distorted geometry, with properties calculated with ωB97M-V with the def2-TZVPD basis set.

Results
HOMO energy ... -0.307 hartree
2S+1 ... 1
Molecular weight ... 111.1 g mol⁻¹
LUMO ... 1.086 eV
Frontier orbital gap ... 9.4 eV
Electronic energy ... -363.868504 Ha

Last column: natural (NBO) charge in e.
Cartesian coordinates (Å):
C -1.769 -0.863 -0.251  -0.21
C -0.412 0.643 -0.258  -0.04
C 0.885 1.430 0.096  -0.44
C 1.821 0.207 0.065  0.06
C 1.093 -1.090 0.235  0.06
C -0.378 -0.784 0.422  -0.29
H -1.889 -1.471 -1.145  0.20
H -2.519 -1.319 0.372  0.20
H -2.405 1.228 0.182  0.37
H -0.135 0.370 -1.304  0.18
H 0.826 1.958 1.064  0.22
H 1.156 2.130 -0.792  0.23
H 2.804 0.315 0.483  0.19
H 1.574 -1.881 0.775  0.19
H -0.559 -0.774 1.508  0.20
N -1.858 0.614 -0.431  -0.64
O 1.764 -0.712 -1.018  -0.48


(2)
Below is an isolated ion of composition C5H13N2 and charge +2 at a distorted geometry, with properties calculated with ωB97M-V with the def2-TZVPD basis set.

Results
Net charge ... +2
HOMO energy (spin up / spin down) ... -0.697 / -0.743 hartree
<S²> ... 0.765
2S+1 ... 2
Molecular weight ... 101.2 g mol⁻¹
LUMO (spin up / spin down) ... -8.085 / -11.293 eV
Frontier orbital gap (spin up / spin down) ... 10.9 / 8.9 eV
Electronic energy ... -307.092620 Ha

Last column: natural (NBO) charge in e.
Cartesian coordinates (Å):
C 1.636 -2.007 0.674  -0.66
C 0.932 -0.746 0.427  0.00
C -0.556 -0.825 -0.099  -0.50
C -0.909 0.563 -0.530  -0.05
C -2.062 1.098 -0.042  0.12
N -2.297 2.414 0.006  -0.55
N 1.657 0.359 -0.391  -0.71
H 1.660 -2.522 -0.303  0.24
H 2.628 -2.022 1.142  0.28
H 0.885 -2.597 1.313  0.28
H 0.805 -0.228 1.355  0.22
H -0.748 -1.552 -0.931  0.30
H -1.081 -1.262 0.763  0.28
H -0.410 1.025 -1.429  0.23
H -2.828 0.396 0.343  0.27
H -1.740 3.045 -0.713  0.45
H -3.137 2.846 0.316  0.46
H 1.050 1.229 -0.620  0.44
H 2.599 0.671 0.024  0.48
H 1.916 0.118 -1.306  0.43


(3)
Below is C4H7N3 as an isolated structure at a distorted geometry, with properties calculated with ωB97M-V with the def2-TZVPD basis set.

Results
HOMO energy (spin up / spin down) ... -0.333 / -0.333 hartree
2S+1 ... 1
Molecular weight ... 97.1 g mol⁻¹
LUMO (spin up / spin down) ... -0.132 / -0.132 eV
Frontier orbital gap (spin up / spin down) ... 8.9 / 8.9 eV
Electronic energy ... -320.759107 Ha

Last column: natural (NBO) charge in e.
Cartesian coordinates (Å):
C 0.713 -1.957 -0.698  -0.61
C 0.632 -0.437 -0.634  -0.22
N 0.022 0.014 0.611  -0.60
C -0.791 1.100 0.611  0.42
N -0.826 1.964 -0.351  -0.70
C -1.384 1.577 1.924  0.06
N -0.906 2.658 1.762  -0.15
H -0.278 -2.413 -0.608  0.21
H 1.349 -2.367 0.094  0.20
H 1.144 -2.261 -1.658  0.22
H -0.003 -0.051 -1.436  0.23
H 1.624 0.011 -0.769  0.19
H 0.377 -0.354 1.482  0.40
H -1.674 2.516 -0.331  0.36


(4)
Below is a 7-piece molecular cluster, C6H23NO7 overall at a distorted geometry, with properties calculated with ωB97M-V with the def2-TZVPD basis set.

Results
HOMO energy ... -0.359 hartree
2S+1 ... 1
Molecular weight ... 221.2 g mol⁻¹
LUMO ... -0.032 eV
Frontier orbital gap ... 9.7 eV
Electronic energy ... -823.818620 Ha

Last column: natural (NBO) charge in e.
Cartesian coordinates (Å):
C 1.466 0.564 -0.944  -0.22
N 0.696 0.222 0.271  -0.45
C 0.615 1.301 1.155  0.68
C 0.417 1.084 2.625  -0.73
O 0.634 2.411 0.646  -0.64
C 0.924 -1.247 0.590  -0.22
C 2.127 -1.657 -0.210  -0.44
C 2.417 -0.638 -1.317  -0.41
H 0.912 0.697 -1.864  0.20
H 2.133 1.395 -0.938  0.20
H -0.548 1.544 2.870  0.26
H 0.291 0.049 2.950  0.23
H 1.163 1.640 3.202  0.25
H 0.015 -1.805 0.434  0.23
H 1.137 -1.238 1.689  0.21
H 1.817 -2.556 -0.732  0.23
H 3.027 -1.849 0.414  0.21
H 3.458 -0.336 -1.368  0.22
H 2.179 -0.981 -2.326  0.20
H 4.459 0.771 0.352  0.46
H 3.804 1.934 -0.261  0.46
O 4.697 1.612 -0.066  -0.92
H -3.857 -1.090 0.665  0.51
H -2.773 0.151 0.880  0.51
O -3.244 -0.619 1.247  -1.01
H -2.696 1.951 -0.902  0.50
H -1.322 1.669 -0.162  0.51
O -2.267 1.489 -0.177  -0.98
H -3.454 -0.356 -1.077  0.48
H -3.403 -1.570 -1.876  0.47
O -4.052 -1.060 -1.375  -0.94
H -2.212 -2.924 2.544  0.47
H -2.090 -1.888 1.368  0.49
O -2.022 -2.848 1.607  -0.99
H -1.360 0.736 -3.610  0.47
H -1.379 2.114 -3.388  0.47
O -1.707 1.329 -2.914  -0.94


(5)
Below is one molecule with the formula C11H17NO3, with properties calculated with ωB97M-V with the def2-TZVPD basis set.

Results
HOMO energy ... -0.299 hartree
2S+1 ... 1
Molecular weight ... 211.3 g mol⁻¹
LUMO ... 0.598 eV
Frontier orbital gap ... 8.7 eV
Electronic energy ... -709.827671 Ha

Last column: natural (NBO) charge in e.
Cartesian coordinates (Å):
C -1.018 2.430 0.058  -0.61
H -1.190 1.661 0.805  0.21
H -1.821 3.160 0.118  0.20
C 0.335 3.111 0.273  -0.04
N 1.392 2.118 0.162  -0.64
H 2.261 2.555 -0.120  0.36
C 1.604 1.274 1.318  -0.22
H 2.408 1.629 1.979  0.19
C 1.960 -0.158 0.868  0.08
C 0.789 -0.745 0.121  -0.07
C 0.670 -0.588 -1.251  -0.19
C -0.439 -1.075 -1.920  -0.25
C -1.445 -1.731 -1.229  0.25
C -1.326 -1.891 0.157  0.21
C -0.219 -1.398 0.820  -0.25
H -0.134 -1.514 1.893  0.21
O -2.352 -2.549 0.800  -0.70
H -2.163 -2.581 1.743  0.49
O -2.532 -2.212 -1.888  -0.66
H -3.113 -2.626 -1.234  0.49
H -0.545 -0.957 -2.986  0.22
H 1.443 -0.071 -1.796  0.22
O 2.298 -0.886 2.032  -0.72
H 2.471 -1.799 1.778  0.47
H 2.829 -0.100 0.193  0.16
H 0.689 1.220 1.910  0.20
C 0.553 4.188 -0.785  -0.61
H -0.255 4.914 -0.758  0.21
H 0.581 3.731 -1.771  0.21
H 1.492 4.713 -0.616  0.20
H 0.336 3.592 1.271  0.16
H -1.034 1.957 -0.920  0.22


(6)
Below is a 2-piece molecular cluster, C6H12O overall, with properties calculated with ωB97M-V with the def2-TZVPD basis set.

Results
HOMO energy ... -0.359 hartree
2S+1 ... 1
Molecular weight ... 100.2 g mol⁻¹
LUMO ... 1.014 eV
Frontier orbital gap ... 10.8 eV
Electronic energy ... -310.976143 Ha

Last column: natural (NBO) charge in e.
Cartesian coordinates (Å):
C 2.477 -0.825 -0.197  -0.62
C 1.033 -0.458 0.032  0.23
O 0.667 -0.298 1.380  -0.70
C 0.367 0.385 -1.016  -0.46
C -2.082 1.560 0.825  -0.40
C -2.568 0.343 0.614  -0.38
C -0.009 -1.071 -0.840  -0.43
H 3.141 -0.007 0.109  0.20
H 2.641 -1.026 -1.262  0.21
H 2.744 -1.722 0.369  0.22
H 0.885 0.607 1.633  0.47
H 0.984 0.687 -1.858  0.21
H -0.369 1.120 -0.715  0.23
H -1.495 1.791 1.712  0.19
H -2.205 2.363 0.100  0.19
H -3.104 0.089 -0.299  0.20
H -2.395 -0.461 1.323  0.20
H 0.274 -1.799 -1.595  0.21
H -0.951 -1.277 -0.342  0.23


(7)
Below is C28H29F4N3O2Rb as an isolated structure, with properties calculated with ωB97M-V with the def2-TZVPD basis set.

Results
Net charge ... -1
HOMO energy ... -0.138 hartree
2S+1 ... 1
Molecular weight ... 601.0 g mol⁻¹
LUMO ... 2.188 eV
Frontier orbital gap ... 6.0 eV
Electronic energy ... -1822.791173 Ha

Last column: natural (NBO) charge in e.
Cartesian coordinates (Å):
Rb -0.977 0.470 -0.169  0.94
C -1.385 -1.085 3.484  -0.43
N -0.419 -1.225 2.402  -0.45
C -0.489 -2.569 1.858  -0.41
C 0.941 -0.943 2.846  -0.21
C 1.210 0.491 3.286  -0.23
N 1.055 1.411 2.183  -0.67
C 1.557 2.620 2.269  0.09
C 1.470 3.480 1.126  0.25
F 0.785 3.004 0.056  -0.36
C 2.009 4.732 1.043  0.33
F 1.881 5.422 -0.115  -0.34
C 2.676 5.319 2.106  -0.47
C 2.739 4.552 3.259  0.34
F 3.336 5.092 4.345  -0.33
C 2.220 3.285 3.360  0.22
F 2.307 2.685 4.580  -0.35
H -1.361 -0.070 3.874  0.20
H -1.169 -1.784 4.313  0.15
H -2.389 -1.281 3.110  0.23
H -0.183 -3.330 2.598  0.16
H 0.163 -2.663 0.986  0.19
H -1.512 -2.789 1.548  0.20
H 1.610 -1.161 2.008  0.19
H 1.217 -1.609 3.687  0.15
H 2.235 0.487 3.680  0.17
H 0.556 0.752 4.128  0.17
H 3.100 6.308 2.050  0.23
C 3.944 2.502 -1.730  -0.61
C 3.389 1.080 -1.789  -0.24
C 3.241 0.504 -0.374  -0.61
C 2.073 0.978 -2.533  -0.03
C 1.246 2.070 -2.760  -0.21
C 0.034 1.923 -3.427  -0.23
C -0.388 0.684 -3.888  -0.01
C -1.687 0.502 -4.625  -0.64
C 0.436 -0.415 -3.653  -0.23
C 1.644 -0.267 -2.995  -0.16
H 4.944 2.494 -1.294  0.21
H 3.316 3.139 -1.104  0.22
H 4.007 2.942 -2.727  0.20
H 4.109 0.456 -2.331  0.19
H 2.498 1.061 0.197  0.25
H 4.193 0.554 0.159  0.20
H 2.923 -0.540 -0.411  0.20
H 1.539 3.056 -2.425  0.23
H -0.580 2.799 -3.608  0.21
H -2.191 1.455 -4.785  0.20
H -2.345 -0.153 -4.049  0.25
H -1.515 0.034 -5.597  0.21
H 0.115 -1.393 -3.993  0.21
H 2.273 -1.136 -2.827  0.20
O -4.569 -1.552 1.971  -0.61
C -4.090 -1.832 0.885  0.63
N -3.319 -1.031 0.091  -0.72
C -2.925 -1.721 -0.999  0.64
O -2.173 -1.304 -1.885  -0.70
C -3.525 -3.111 -0.969  -0.15
C -3.470 -4.178 -1.839  -0.18
C -4.176 -5.332 -1.500  -0.22
C -4.910 -5.399 -0.322  -0.22
C -4.959 -4.313 0.551  -0.22
C -4.259 -3.178 0.205  -0.06
H -2.893 -4.126 -2.754  0.22
H -4.157 -6.190 -2.162  0.20
H -5.449 -6.307 -0.079  0.20
H -5.528 -4.356 1.472  0.22


Q: Among the records above, which one has the highest electronic energy?
A: C5H13N2


Q: Which formula does entry 5 have?
A: C11H17NO3